Entry 1:
Density functional theory data (ωB97M-V/def2-TZVPD) for C4H8O2 in the gas phase.

SMILES: COCCC=O
total charge: 0
orbital gap: 10.737 eV
HOMO: -0.359 hartree

Bonds (Å) are listed after each position.
Atoms and positions in Å:
1 C -1.616 0.895 -0.029  O2 1.412, H7 1.092, H8 1.098, H9 1.097
2 O -0.524 0.641 -0.887  C1 1.412, C3 1.415
3 C 0.735 0.767 -0.254  O2 1.415, C4 1.549, H10 1.095, H11 1.093
4 C 1.313 -0.598 0.195  C3 1.549, C5 1.511, H12 1.093, H13 1.097
5 C 0.265 -1.673 0.021  C4 1.511, O6 1.208, H14 1.106
6 O -0.384 -2.125 0.935  C5 1.208
7 H -2.529 0.655 -0.577  C1 1.092
8 H -1.648 1.955 0.257  C1 1.098
9 H -1.578 0.277 0.876  C1 1.097
10 H 0.647 1.439 0.607  C3 1.095
11 H 1.419 1.234 -0.968  C3 1.093
12 H 1.605 -0.581 1.248  C4 1.093
13 H 2.190 -0.858 -0.410  C4 1.097
14 H 0.104 -2.027 -1.014  C5 1.106

=====

Entry 2:
Density functional theory data (ωB97M-V/def2-TZVPD) for C4H8O2 in the gas phase at a distorted geometry.

SMILES: OCC1COC1
total charge: 0
orbital gap: 9.991 eV
HOMO: -0.335 hartree

Bonds (Å) are listed after each position.
Atoms and positions in Å:
1 O 2.063 1.060 0.468  C2 1.422, H7 0.966
2 C 1.421 -0.105 -0.034  O1 1.422, C3 1.523, H8 1.101, H9 1.110
3 C -0.079 0.068 0.162  C2 1.523, C4 1.540, C6 1.533, H10 1.148
4 C -1.061 0.649 -0.872  C3 1.540, O5 1.456, H11 1.098, H12 1.103
5 O -1.976 -0.458 -0.631  C4 1.456, C6 1.393
6 C -1.199 -0.949 0.416  C3 1.533, O5 1.393, H13 1.320, H14 1.081
7 H 3.006 0.998 0.263  O1 0.966
8 H 1.745 -1.003 0.515  C2 1.101
9 H 1.722 -0.259 -1.091  C2 1.110
10 H -0.540 0.262 1.195  C3 1.148
11 H -1.524 1.601 -0.581  C4 1.098
12 H -0.788 0.695 -1.940  C4 1.103
13 H -1.686 -0.544 1.573  C6 1.320
14 H -1.103 -2.016 0.556  C6 1.081

=====

Entry 3:
Density functional theory data (ωB97M-V/def2-TZVPD) for C4H8O2 in the gas phase.

SMILES: CCCOC=O
total charge: 0
orbital gap: 11.710 eV
HOMO: -0.394 hartree

Bonds (Å) are listed after each position.
Atoms and positions in Å:
1 C 1.199 0.365 -0.914  C2 1.544, H7 1.094, H8 1.095, H9 1.095
2 C 0.457 1.151 0.189  C1 1.544, C3 1.521, H10 1.095, H11 1.096
3 C -0.888 0.634 0.678  C2 1.521, O4 1.440, H12 1.095, H13 1.093
4 O -0.762 -0.619 1.377  C3 1.440, C5 1.335
5 C -1.051 -1.730 0.697  O4 1.335, O6 1.204, H14 1.100
6 O -1.484 -1.795 -0.425  C5 1.204
7 H 1.377 1.026 -1.767  C1 1.094
8 H 2.179 0.025 -0.565  C1 1.095
9 H 0.663 -0.511 -1.295  C1 1.095
10 H 0.240 2.156 -0.188  C2 1.095
11 H 1.115 1.284 1.056  C2 1.096
12 H -1.299 1.328 1.417  C3 1.095
13 H -1.597 0.524 -0.146  C3 1.093
14 H -0.822 -2.601 1.328  C5 1.100

=====

Entry 4:
Density functional theory data (ωB97M-V/def2-TZVPD) for 2 unconnected molecules or ions with the total composition C4H8O2.

SMILES: C1=COCOC1.[H][H]
total charge: 0
orbital gap: 10.051 eV
HOMO: -0.330 hartree

Bonds (Å) are listed after each position.
Atoms and positions in Å:
1 C 0.503 0.490 -0.217  C2 1.332, C6 1.502, H7 1.085
2 C 0.567 -0.754 0.254  C1 1.332, O3 1.361, H8 1.085
3 O -0.525 -1.418 0.721  C2 1.361, C4 1.414
4 C -1.712 -0.811 0.250  O3 1.414, O5 1.390, H9 1.089, H10 1.103
5 O -1.779 0.540 0.570  C4 1.390, C6 1.423
6 C -0.760 1.291 -0.079  C1 1.502, O5 1.423, H11 1.096, H12 1.101
7 H 1.373 0.957 -0.668  C1 1.085
8 H 1.468 -1.358 0.294  C2 1.085
9 H -2.540 -1.313 0.749  C4 1.089
10 H -1.751 -0.961 -0.842  C4 1.103
11 H -0.587 2.160 0.565  C6 1.096
12 H -1.113 1.664 -1.053  C6 1.101
13 H 3.311 0.062 -0.095  H14 0.743
14 H 3.544 -0.549 -0.449  H13 0.743

=====

Entry 5:
Density functional theory data (ωB97M-V/def2-TZVPD) for C4H8O2 in the gas phase.

total charge: 0
orbital gap: 8.067 eV
HOMO: -0.269 hartree

Bonds (Å) are listed after each position.
Atoms and positions in Å:
1 C 0.575 0.898 0.178  C2 1.523, O6 1.457, H7 1.095, H8 1.095
2 C 0.005 1.085 -1.222  C1 1.523, O3 1.411, H9 1.091, H10 1.100
3 O -1.072 0.172 -1.236  C2 1.411, C4 1.384
4 C -0.602 -0.981 -0.631  O3 1.384, O6 1.469, H11 1.096, H12 1.088
5 C -0.073 -1.266 1.742  O6 1.647, H13 1.098, H14 1.105
6 O 0.405 -0.539 0.343  C1 1.457, C4 1.469, C5 1.647
7 H 1.631 1.173 0.264  C1 1.095
8 H -0.008 1.408 0.953  C1 1.095
9 H -0.387 2.083 -1.421  C2 1.091
10 H 0.749 0.808 -1.984  C2 1.100
11 H -0.062 -1.664 -1.296  C4 1.096
12 H -1.410 -1.484 -0.103  C4 1.088
13 H 0.885 -1.291 2.277  C5 1.098
14 H -0.636 -0.401 2.137  C5 1.105

=====

Entry 6:
Density functional theory data (ωB97M-V/def2-TZVPD) for 2 unconnected molecules or ions with the total composition C4H8O2.

SMILES: C=C[C@@]1(O)CO1.[H][H]
total charge: 0
orbital gap: 10.802 eV
HOMO: -0.361 hartree

Bonds (Å) are listed after each position.
Atoms and positions in Å:
1 C 2.102 0.432 0.458  C2 1.327, H7 1.086, H8 1.086
2 C 1.021 -0.222 0.864  C1 1.327, C3 1.486, H9 1.088
3 C -0.364 0.149 0.473  C2 1.486, O4 1.384, C5 1.468, O6 1.411
4 O -0.404 1.220 -0.402  C3 1.384, H10 0.967
5 C -1.451 -0.836 0.493  C3 1.468, O6 1.435, H11 1.090, H12 1.090
6 O -1.324 0.173 1.505  C3 1.411, C5 1.435
7 H 2.023 1.294 -0.197  C1 1.086
8 H 3.096 0.126 0.772  C1 1.086
9 H 1.091 -1.084 1.524  C2 1.088
10 H -1.277 1.626 -0.307  O4 0.967
11 H -2.289 -0.704 -0.191  C5 1.090
12 H -1.280 -1.857 0.835  C5 1.090
13 H -0.486 -0.352 -3.232  H14 0.745
14 H -0.458 0.035 -2.596  H13 0.745

=====

Entry 7:
Density functional theory data (ωB97M-V/def2-TZVPD) for C4H8O2 in the gas phase.

SMILES: CCOCC=O
total charge: 0
orbital gap: 10.539 eV
HOMO: -0.360 hartree

Bonds (Å) are listed after each position.
Atoms and positions in Å:
1 C 1.593 -1.301 0.380  C2 1.522, H7 1.094, H8 1.094, H9 1.095
2 C 0.922 -0.035 -0.135  C1 1.522, O3 1.425, H10 1.096, H11 1.101
3 O -0.271 -0.431 -0.806  C2 1.425, C4 1.411
4 C -1.337 0.493 -0.836  O3 1.411, C5 1.523, H12 1.097, H13 1.099
5 C -1.629 1.087 0.536  C4 1.523, O6 1.214, H14 1.109
6 O -1.301 2.218 0.832  C5 1.214
7 H 2.118 -1.841 -0.413  C1 1.094
8 H 0.827 -1.966 0.791  C1 1.094
9 H 2.311 -1.069 1.173  C1 1.095
10 H 0.684 0.633 0.701  C2 1.096
11 H 1.591 0.527 -0.805  C2 1.101
12 H -2.206 -0.086 -1.174  C4 1.097
13 H -1.172 1.335 -1.523  C4 1.099
14 H -2.130 0.436 1.280  C5 1.109

=====

Entry 8:
Density functional theory data (ωB97M-V/def2-TZVPD) for C4H8O2 in the gas phase.

SMILES: COCCC=O
total charge: 0
orbital gap: 10.672 eV
HOMO: -0.357 hartree

Bonds (Å) are listed after each position.
Atoms and positions in Å:
1 C 0.131 0.811 -1.910  O2 1.405, H7 1.092, H8 1.100, H9 1.101
2 O 0.192 0.682 -0.513  C1 1.405, C3 1.409
3 C -0.875 -0.072 0.014  O2 1.409, C4 1.525, H10 1.102, H11 1.102
4 C -0.492 -0.481 1.433  C3 1.525, C5 1.515, H12 1.094, H13 1.096
5 C 0.850 -1.183 1.391  C4 1.515, O6 1.209, H14 1.109
6 O 0.961 -2.383 1.296  C5 1.209
7 H 0.985 1.420 -2.218  C1 1.092
8 H -0.796 1.306 -2.235  C1 1.100
9 H 0.194 -0.172 -2.401  C1 1.101
10 H -1.042 -0.977 -0.591  C3 1.102
11 H -1.809 0.513 0.011  C3 1.102
12 H -1.238 -1.174 1.833  C4 1.094
13 H -0.435 0.407 2.072  C4 1.096
14 H 1.742 -0.524 1.418  C5 1.109